{
  "formula": "C4H4N2O",
  "method": "ωB97M-V/def2-TZVPD",
  "symbols": ["O", "C", "C", "C", "N", "C", "N", "H", "H", "H", "H"],
  "coordinates": [[-2.413201, 1.023936, -0.591850], [-1.331609, 0.481900, -0.506044], [-1.043280, -0.586905, 0.464108], [0.222341, -0.736137, 0.888999], [1.231627, -0.036267, 0.257799], [0.938718, 0.636992, -0.898305], [-0.246895, 0.867372, -1.327557], [-1.862848, -1.152167, 0.890415], [0.524812, -1.390528, 1.700808], [2.177759, -0.067770, 0.602641], [1.802576, 0.959573, -1.481015]],
  "forces_ev_per_a": [[0.274, -0.254, -0.105], [-0.201, 0.060, 0.011], [0.129, 0.023, 0.107], [-0.067, 0.012, -0.063], [-0.079, -0.001, -0.046], [-0.039, 0.016, 0.025], [0.173, -0.020, 0.193], [0.105, 0.150, 0.029], [-0.055, 0.093, -0.146], [-0.113, -0.093, -0.132], [-0.128, 0.015, 0.128]],
  "nbo_charge": [-0.5593, 0.5993, -0.3465, 0.0209, -0.5719, 0.2866, -0.4886, 0.2392, 0.2173, 0.4161, 0.1870],
  "max_force_ha_per_bohr": 0.00754,
  "homo_ha": -0.34371,
  "total_energy_ha": -339.572536,
  "orbital_gap_ev": 9.74,
  "de_lowest_kj_mol": 24.0,
  "multiplicity": 1
}

---

{
  "formula": "C4H4N2O",
  "method": "ωB97M-V/def2-TZVPD",
  "symbols": ["C", "C", "C", "C", "H", "H", "H", "H", "N", "N", "O"],
  "coordinates": [[-1.710090, -0.579541, 0.067419], [-0.234763, 0.648703, -0.014753], [1.035361, 1.088890, 0.029557], [-0.185506, -0.745079, -0.111927], [-2.324682, -1.069833, -0.723344], [-2.081258, -1.091553, 0.968419], [1.631370, 2.055002, -0.024670], [2.804769, -0.034689, 0.098689], [1.748307, -0.077448, 0.019769], [1.035185, -1.216633, -0.012577], [-1.618082, 0.840226, -0.023902]],
  "forces_ev_per_a": [[-0.989, -3.946, -1.188], [-0.169, -0.045, -0.899], [1.617, 2.045, -0.180], [-1.115, 1.825, 1.036], [0.331, 0.893, 0.096], [0.137, 1.145, 0.350], [-1.274, -1.401, 0.295], [-2.156, -0.766, -0.258], [3.000, 0.539, 0.263], [0.147, -0.398, -0.180], [0.472, 0.110, 0.665]],
  "nbo_charge": [-0.0692, 0.1582, -0.1206, 0.0310, 0.1951, 0.2049, 0.2314, 0.4112, -0.3359, -0.2410, -0.4649],
  "max_force_ha_per_bohr": 0.08242,
  "homo_ha": -0.32619,
  "total_energy_ha": -339.438311,
  "orbital_gap_ev": 9.88,
  "de_lowest_kj_mol": 376.4,
  "multiplicity": 1
}

---

{
  "formula": "C4H4N2O",
  "method": "ωB97M-V/def2-TZVPD",
  "symbols": ["O", "C", "C", "C", "N", "C", "N", "H", "H", "H", "H"],
  "coordinates": [[2.186513, -1.399429, 0.135879], [1.139393, -0.794162, 0.082471], [1.047296, 0.686225, 0.044408], [-0.146156, 1.278873, -0.079558], [-1.350578, 0.520625, 0.004857], [-1.157374, -0.847601, -0.276219], [-0.072497, -1.511724, -0.108950], [1.972849, 1.253148, 0.025060], [-0.255716, 2.351178, -0.268983], [-1.261321, -0.202195, 0.949545], [-2.102405, -1.334940, -0.508511]],
  "forces_ev_per_a": [[-0.248, 0.418, 0.294], [0.236, -0.293, -0.301], [-0.002, -0.008, -0.223], [0.284, -0.276, 0.496], [0.182, -0.816, 1.305], [0.500, -1.098, -0.739], [0.111, -0.242, -0.955], [-0.116, -0.134, -0.112], [-0.178, -0.441, 0.346], [-0.920, 3.172, -0.204], [0.152, -0.281, 0.093]],
  "nbo_charge": [-0.5310, 0.5874, -0.3132, 0.0085, -0.5790, 0.2110, -0.4959, 0.2396, 0.2215, 0.4416, 0.2096],
  "max_force_ha_per_bohr": 0.06435,
  "homo_ha": -0.36616,
  "total_energy_ha": -339.472743,
  "orbital_gap_ev": 9.95,
  "de_lowest_kj_mol": 286.0,
  "multiplicity": 1
}

---

{
  "formula": "C4H4N2O",
  "method": "ωB97M-V/def2-TZVPD",
  "symbols": ["C", "C", "C", "C", "H", "H", "H", "H", "N", "N", "O"],
  "coordinates": [[-0.649076, 1.662943, -0.213142], [0.787260, 0.306039, -0.421554], [-0.479996, -1.154623, 0.472497], [-0.484747, 0.194498, 0.155038], [-0.640078, 2.317826, 0.650241], [-1.488385, 1.901115, -0.913424], [1.069095, -2.580498, 0.452329], [-1.115402, -1.805701, 1.049244], [1.537522, -0.778817, -0.536004], [0.740205, -1.689052, 0.111186], [0.723602, 1.626271, -0.806410]],
  "forces_ev_per_a": [[-0.535, -0.448, -0.031], [-0.239, -0.847, -0.342], [-0.086, 0.054, 0.860], [1.412, -1.739, -0.142], [-0.066, 0.241, -0.039], [1.106, -0.086, 0.300], [0.253, 0.289, -0.431], [-0.372, 0.105, -0.117], [0.108, 0.986, 0.536], [-1.346, 1.144, -0.241], [-0.235, 0.301, -0.353]],
  "nbo_charge": [-0.0478, 0.4317, -0.0190, -0.2593, 0.2032, 0.2095, 0.4120, 0.2112, -0.3096, -0.3540, -0.4780],
  "max_force_ha_per_bohr": 0.04364,
  "homo_ha": -0.33017,
  "total_energy_ha": -339.460623,
  "orbital_gap_ev": 9.89,
  "de_lowest_kj_mol": 317.8,
  "multiplicity": 1
}

---

{
  "formula": "C4H4N2O",
  "method": "ωB97M-V/def2-TZVPD",
  "symbols": ["N", "C", "C", "N", "C", "C", "O", "H", "H", "H", "H"],
  "coordinates": [[-2.166430, 0.140284, 1.067018], [-1.047620, 0.590377, 0.939182], [0.203800, 1.050069, 1.015541], [1.352961, 0.530462, 0.452099], [1.441638, -0.370655, -0.451532], [0.365655, -1.013579, -1.250350], [-0.761850, -0.582910, -1.374796], [-2.895974, 0.393435, 0.402648], [0.363411, 1.880990, 1.695302], [2.454948, -0.687991, -0.711033], [0.689460, -1.930483, -1.784078]],
  "forces_ev_per_a": [[0.642, 0.240, -0.018], [-0.506, -0.119, 0.081], [-0.166, 0.027, 0.064], [-0.068, -0.240, -0.172], [0.048, 0.085, 0.147], [-0.204, 0.140, -0.026], [0.425, -0.222, 0.048], [0.146, 0.015, 0.019], [-0.094, -0.046, -0.102], [-0.150, 0.000, 0.009], [-0.073, 0.119, -0.051]],
  "nbo_charge": [-0.5980, 0.4958, -0.2963, -0.3142, -0.0620, 0.3592, -0.5187, 0.4023, 0.2326, 0.1823, 0.1168],
  "max_force_ha_per_bohr": 0.01333,
  "homo_ha": -0.32070,
  "total_energy_ha": -339.480103,
  "orbital_gap_ev": 8.16,
  "de_lowest_kj_mol": 266.7,
  "multiplicity": 1
}

---

{
  "formula": "C4H4N2O",
  "method": "ωB97M-V/def2-TZVPD",
  "symbols": ["H", "N", "C", "N", "C", "C", "C", "O", "H", "H", "H"],
  "coordinates": [[2.082316, -2.355710, 0.456001], [1.425956, -1.618745, 0.217022], [2.027750, -0.560374, -0.125133], [1.265484, 0.519002, -0.608666], [0.148043, 0.733376, -0.173768], [-1.052648, 1.090458, 0.217451], [-2.298367, 0.343718, -0.075593], [-2.421628, -0.855179, -0.161730], [3.102227, -0.390028, -0.186940], [-1.117070, 2.072249, 0.664314], [-3.162066, 1.021236, -0.222954]],
  "forces_ev_per_a": [[0.117, -0.003, 0.111], [0.427, 0.217, -0.131], [-0.022, -0.492, 0.157], [-0.853, 0.001, -0.020], [0.309, 0.019, -0.227], [0.087, 0.032, -0.119], [-0.037, -0.204, -0.144], [0.232, 0.610, -0.056], [-0.053, -0.086, 0.088], [-0.150, 0.030, 0.211], [-0.057, -0.124, 0.130]],
  "nbo_charge": [0.3492, -0.6019, 0.2472, -0.4698, 0.5683, -0.5517, 0.4161, -0.5025, 0.1721, 0.2600, 0.1130],
  "max_force_ha_per_bohr": 0.01659,
  "homo_ha": -0.35278,
  "total_energy_ha": -339.491966,
  "orbital_gap_ev": 9.93,
  "de_lowest_kj_mol": 235.5,
  "multiplicity": 1
}